This record from the OMol25 dataset describes a cluster of 7 separate species, C51H117N7O11 in total in a non-equilibrium geometry. The level of theory is ωB97M-V/def2-TZVPD.

* HOMO-LUMO gap: 0.314 hartree
* spin multiplicity: 1
* energy relative to the best compared isomer or geometry (same formula, charge and spin): 21.4 kcal per mole
* HOMO: -7.940 eV
* total charge: 0
* SMILES string: CC1(C)CCCC(C)(C)N1O.CC1(C)CCCC(C)(C)N1O.CC1(C)CCCC(C)(C)N1O.COCCNCCOC.COCCNCCOC.COCCNCCOC.COCCNCCOC

Structure (XYZ):
```
186
Properties=species:S:1:pos:R:3:forces:R:3
C 22.366 -15.370 -11.379 -0.666 -1.297 -1.214
C 23.223 -14.160 -11.733 0.527 -0.769 0.091
C 23.551 -14.164 -13.316 -1.128 0.495 0.874
C 22.354 -13.594 -14.148 2.015 -0.711 1.839
C 21.879 -12.286 -13.538 -0.718 -0.925 0.282
C 21.434 -12.322 -11.970 1.181 2.046 -1.213
N 22.533 -12.941 -11.241 1.693 0.889 -1.870
O 22.584 -12.748 -9.841 -0.726 -0.614 -0.407
C 21.336 -10.752 -11.577 0.614 -1.642 0.284
C 20.105 -12.968 -11.751 -1.761 -0.343 -0.679
C 24.670 -14.226 -11.097 -1.640 1.095 -0.078
H 21.834 -15.741 -12.255 0.214 0.041 -0.768
H 21.450 -15.233 -10.803 0.769 0.363 1.105
H 22.962 -16.246 -11.123 -0.079 0.085 0.658
H 24.551 -13.737 -13.383 -0.320 0.815 -0.568
H 23.677 -15.161 -13.738 0.112 -0.479 0.806
H 21.646 -14.417 -14.057 -0.557 0.313 -0.354
H 22.686 -13.495 -15.181 -0.336 0.148 -0.083
H 21.053 -12.062 -14.212 -0.483 0.857 0.582
H 22.683 -11.571 -13.714 -0.139 0.282 0.401
H 22.332 -10.309 -11.552 0.191 -0.125 -0.240
H 20.742 -10.172 -12.283 -0.219 -0.280 0.107
H 20.972 -10.672 -10.553 -0.408 0.104 -0.104
H 19.288 -12.356 -12.133 0.050 0.541 -0.017
H 19.937 -13.864 -12.348 0.494 -0.435 0.179
H 19.811 -13.175 -10.722 0.549 -0.009 0.153
H 24.629 -14.382 -10.019 0.141 -0.342 -0.136
H 24.985 -13.195 -11.257 0.603 -0.025 0.092
H 25.331 -14.899 -11.643 -0.181 -0.162 0.259
H 23.039 -11.908 -9.743 0.207 0.086 0.020
C 18.032 -1.092 -2.939 -0.813 -0.825 -0.624
C 17.841 -1.512 -4.458 -0.565 -0.478 1.770
C 16.928 -0.360 -5.043 1.814 -0.275 -1.292
C 17.772 0.882 -5.487 -0.707 -0.123 1.697
C 19.063 0.462 -6.119 0.945 -0.269 -1.398
C 20.054 -0.481 -5.391 -1.351 -0.053 1.985
N 19.164 -1.702 -5.046 1.114 1.705 -2.785
O 19.878 -2.859 -4.626 -0.366 0.891 0.598
C 21.137 -0.782 -6.398 0.497 -1.098 0.121
C 20.714 0.191 -4.111 0.006 -0.067 0.018
C 17.024 -2.808 -4.677 0.047 -0.260 0.761
H 18.743 -1.693 -2.374 0.703 0.316 -0.518
H 17.152 -1.249 -2.315 -0.582 0.372 -0.381
H 18.241 -0.027 -3.048 0.372 -0.128 0.893
H 16.452 -0.753 -5.941 -0.057 -0.036 -0.117
H 16.130 -0.178 -4.322 0.222 0.260 0.056
H 17.986 1.514 -4.626 0.199 -0.108 0.428
H 17.178 1.582 -6.076 0.030 -0.354 -0.562
H 19.659 1.284 -6.516 -0.020 0.606 0.574
H 18.889 -0.045 -7.069 -0.569 -0.404 -0.041
H 21.914 -1.447 -6.021 -0.239 -0.332 0.320
H 20.699 -1.269 -7.270 0.129 0.225 -0.232
H 21.728 0.099 -6.647 -0.524 0.309 -0.234
H 21.789 0.368 -4.158 0.204 -0.400 -0.620
H 20.365 1.201 -3.894 -0.617 -0.036 -0.096
H 20.593 -0.399 -3.203 -0.235 -0.083 -0.188
H 17.516 -3.721 -4.342 0.321 0.165 0.154
H 16.733 -2.996 -5.710 0.154 0.399 -0.154
H 16.112 -2.763 -4.082 -0.156 0.167 -0.042
H 19.753 -3.461 -5.363 0.044 -0.086 -0.092
C 16.904 -0.354 -14.862 0.720 -0.987 0.535
C 15.456 -0.879 -14.905 -1.312 2.637 -1.480
C 15.018 -0.502 -16.411 -1.440 -0.888 0.430
C 13.690 -1.180 -16.831 1.499 -0.400 1.379
C 13.874 -2.707 -16.653 -0.030 0.145 -0.438
C 14.312 -3.200 -15.233 -1.430 0.305 1.064
N 15.317 -2.272 -14.611 -0.531 -1.452 -3.047
O 15.720 -2.712 -13.364 0.249 0.479 0.635
C 12.994 -3.247 -14.378 -0.126 0.653 0.972
C 14.881 -4.668 -15.248 0.063 1.567 -0.436
C 14.609 0.028 -13.932 1.261 -0.574 0.131
H 17.083 0.631 -15.295 -0.545 0.031 -0.024
H 17.544 -1.047 -15.408 -0.014 -0.092 -0.264
H 17.333 -0.331 -13.860 -0.200 0.054 0.283
H 14.853 0.569 -16.527 0.273 0.198 0.640
H 15.703 -0.730 -17.228 0.687 -0.435 0.494
H 13.506 -0.845 -17.852 -0.431 -0.480 -0.031
H 12.885 -0.875 -16.163 -0.147 0.276 -0.160
H 14.543 -3.089 -17.423 0.299 0.014 0.006
H 12.892 -3.121 -16.884 0.051 -0.537 0.188
H 13.224 -3.190 -13.314 0.340 -0.365 0.110
H 12.301 -2.411 -14.469 0.309 0.521 -0.618
H 12.312 -4.089 -14.497 0.532 -0.485 -0.397
H 14.174 -5.314 -15.767 0.225 0.017 -0.228
H 15.837 -4.546 -15.758 0.043 -0.612 -0.302
H 15.080 -5.109 -14.271 -0.215 0.402 0.128
H 14.666 1.061 -14.274 -0.109 0.027 0.209
H 15.184 -0.097 -13.014 -0.223 0.486 0.389
H 13.590 -0.256 -13.669 -0.040 -0.213 -0.607
H 16.646 -2.899 -13.533 0.243 -0.293 0.438
C 23.472 6.647 -9.607 -0.411 1.142 0.498
O 24.307 7.060 -8.502 0.606 -1.790 -1.230
C 25.588 6.351 -8.587 -1.015 0.202 1.212
C 26.229 6.405 -7.196 -0.419 -0.022 -1.138
N 27.546 5.760 -7.138 -0.092 1.512 0.684
C 27.913 5.953 -5.731 0.484 -0.647 0.510
C 29.392 5.936 -5.383 0.379 -0.280 0.096
O 29.778 7.166 -4.836 -1.603 1.377 0.031
C 30.816 7.078 -3.972 2.336 -0.780 1.177
H 22.561 7.239 -9.515 0.124 0.288 -0.151
H 23.086 5.628 -9.644 0.633 -0.490 0.624
H 23.938 6.847 -10.572 0.172 0.150 -0.028
H 26.184 6.744 -9.410 0.179 0.125 0.149
H 25.408 5.286 -8.737 -0.199 -0.155 -0.541
H 25.546 5.909 -6.505 -0.397 -0.071 0.107
H 26.295 7.431 -6.835 0.273 0.051 -0.282
H 27.452 4.757 -7.207 -0.239 -0.079 -0.551
H 27.378 5.174 -5.187 0.264 -0.369 0.478
H 27.508 6.838 -5.241 0.079 0.432 -0.695
H 30.113 5.785 -6.187 -0.486 -0.660 -0.572
H 29.534 5.161 -4.630 0.271 -0.209 0.123
H 31.772 6.869 -4.451 0.326 0.088 -0.646
H 30.751 6.221 -3.301 -0.523 -0.165 0.415
H 31.030 7.947 -3.350 -0.742 0.349 -0.271
C 5.873 -10.426 -19.002 -0.301 -1.459 1.091
O 6.489 -11.497 -18.258 -0.298 1.238 0.179
C 7.406 -12.306 -18.963 -0.316 -0.116 1.432
C 6.629 -13.344 -19.749 1.457 0.114 0.063
N 6.541 -12.962 -21.125 -0.334 -0.907 -1.038
C 6.197 -14.111 -21.965 -1.840 0.465 -0.236
C 4.689 -14.502 -21.875 -1.047 1.072 0.245
O 3.869 -13.558 -22.620 0.741 -0.677 -0.703
C 2.533 -14.007 -22.654 -0.081 0.316 0.096
H 4.946 -10.265 -18.451 0.024 0.427 -0.041
H 5.561 -10.797 -19.978 0.310 0.505 -0.271
H 6.485 -9.524 -18.981 0.047 -0.049 -0.430
H 7.953 -12.807 -18.164 0.092 -0.144 0.068
H 8.145 -11.684 -19.467 -0.157 -0.221 -0.728
H 5.722 -13.562 -19.185 -0.426 0.190 -0.118
H 7.183 -14.283 -19.750 0.220 -0.082 0.107
H 5.874 -12.224 -21.300 -0.066 0.063 -0.003
H 6.824 -14.965 -21.712 0.038 0.098 -0.073
H 6.331 -13.815 -23.006 0.270 -0.225 -0.110
H 4.207 -14.369 -20.907 0.896 -0.385 0.923
H 4.389 -15.509 -22.167 0.611 -0.264 -0.454
H 1.996 -13.439 -23.413 0.060 -0.004 0.074
H 2.047 -13.870 -21.688 -0.119 0.225 0.255
H 2.436 -15.073 -22.863 0.223 -0.180 -0.329
C 13.626 -13.487 -22.209 1.230 -0.531 -0.698
O 13.855 -14.359 -23.370 -1.166 2.095 1.641
C 12.835 -14.157 -24.365 0.984 -2.299 -1.015
C 13.511 -14.093 -25.748 1.110 1.664 0.758
N 12.750 -13.428 -26.805 -0.241 -2.042 -1.201
C 11.792 -14.329 -27.440 -2.887 -0.669 0.574
C 10.660 -13.632 -28.274 2.745 -0.455 -1.144
O 10.415 -12.417 -27.674 -0.679 0.612 1.377
C 10.457 -11.314 -28.498 -0.086 0.970 -1.540
H 13.466 -12.478 -22.589 0.279 0.164 0.285
H 14.520 -13.604 -21.597 0.296 0.495 -0.307
H 12.853 -13.699 -21.471 -0.782 -0.712 -0.676
H 12.081 -13.374 -24.287 0.224 0.126 0.805
H 12.437 -15.172 -24.349 -1.456 0.358 -0.091
H 13.936 -15.090 -25.865 -0.500 -0.079 -1.202
H 14.408 -13.475 -25.725 0.233 0.095 0.793
H 12.279 -12.610 -26.443 -0.150 -0.092 -0.001
H 11.157 -14.874 -26.741 0.143 -0.045 1.183
H 12.155 -15.202 -27.983 0.983 0.560 -0.459
H 9.771 -14.220 -28.501 -0.172 -0.246 0.766
H 11.118 -13.526 -29.258 -0.035 0.694 -0.418
H 9.718 -11.390 -29.295 -0.343 0.009 -0.111
H 11.404 -11.188 -29.022 0.448 -0.292 0.082
H 10.289 -10.359 -28.001 -0.184 -0.382 0.603
C 17.433 8.515 -20.534 -0.576 0.519 1.587
O 17.941 8.210 -19.174 -0.292 0.372 -0.999
C 16.970 8.391 -18.115 0.874 1.368 0.191
C 16.747 9.974 -17.845 -1.664 -1.749 -1.823
N 15.527 10.264 -17.071 0.611 -0.375 -1.291
C 15.607 9.883 -15.705 1.308 0.623 0.721
C 16.379 10.954 -14.882 -1.056 -1.069 0.881
O 15.924 12.215 -15.278 -0.432 0.352 -0.153
C 16.242 13.341 -14.469 0.804 -0.348 -1.012
H 16.612 7.865 -20.836 0.266 -0.597 0.083
H 18.209 8.571 -21.298 0.339 -0.560 0.564
H 16.965 9.499 -20.562 0.120 0.259 0.215
H 17.343 8.025 -17.158 0.909 -0.403 -0.355
H 16.164 7.684 -18.311 -0.932 0.909 -0.192
H 16.549 10.323 -18.859 -0.051 0.474 0.120
H 17.685 10.453 -17.562 0.168 -0.269 0.565
H 15.350 11.258 -17.064 -0.072 0.144 -0.395
H 16.210 8.980 -15.610 -0.393 -0.313 0.116
H 14.605 9.732 -15.304 0.070 0.010 0.175
H 17.463 10.836 -14.910 0.245 0.220 -0.507
H 16.100 10.696 -13.861 0.011 0.454 0.550
H 17.181 13.123 -13.961 -0.216 0.174 0.663
H 15.411 13.676 -13.848 0.130 -0.361 0.306
H 16.486 14.144 -15.163 -0.171 0.165 -0.011
```
Forces are in eV/Å.